Computed, not measured: a molecular structure, C3H4HgMgO4, with ωB97M-V with the def2-TZVPD basis set.

Summary:
* spin multiplicity: 3
* total charge: 0
* E: -771.0785 hartree

```
13
Properties=species:S:1:pos:R:3:forces:R:3:mulliken_spin:R:1
H -1.384 -0.809 1.416 -0.227 0.227 -0.328 0.29
O 1.522 -0.202 1.267 -1.197 -0.571 0.001 0.03
C 0.815 -1.075 0.702 2.576 0.516 -0.958 0.08
C 0.274 -0.885 -0.695 -1.146 0.214 -0.158 -0.03
O -0.731 0.107 -0.776 -0.030 -0.493 -1.131 0.03
C -0.541 1.458 -0.601 -0.483 -1.125 1.349 -0.01
O 0.638 1.875 -0.587 0.650 0.560 -0.068 0.00
O -1.611 2.014 -0.323 1.138 1.311 -0.896 0.01
Hg -3.135 0.493 0.455 -0.019 -1.230 0.945 0.53
Mg 2.134 1.695 0.737 -0.477 -0.071 -0.267 1.07
H 1.153 -2.122 0.844 -0.882 0.118 0.797 0.01
H -0.209 -1.822 -1.002 -0.085 0.297 0.181 0.00
H 1.074 -0.729 -1.438 0.179 0.247 0.532 0.00
```
Forces are in eV/Å.